Record 1
Here is C47H37N8O2S2Se2W as an isolated structure from the Open Molecules 2025 dataset. Energies are from ωB97M-V/def2-TZVPD.

Element x y z (Å)
W -0.0847 -1.1031 -0.5362
Se 2.2552 -0.7075 -0.3785
Se -2.9238 0.3099 1.0247
S -0.0400 -4.5085 -0.1423
S -2.5999 -2.6059 0.8683
O 0.4191 -3.0492 0.0029
O 1.6905 11.7124 0.7061
N 0.6878 5.3441 1.5713
N 0.1388 0.4731 1.1106
N -0.5237 0.9367 -1.5274
N 0.6393 -1.7900 -2.7131
N -2.5910 -2.6644 -2.2245
N 0.1712 5.7129 -0.6281
N -3.9593 0.9567 -1.7526
N -1.9080 -1.1387 0.5054
C 0.8095 -3.8840 -4.6180
C 1.4872 10.3678 0.7895
C -0.2696 -2.5353 4.7578
C 1.0737 -5.4658 -1.3497
C 0.0901 0.1510 2.3472
C 4.9165 -6.7977 -0.0443
C -1.3899 -2.2414 -1.9738
C 2.2417 12.4656 1.7626
C -1.0352 2.3927 -3.2480
C -0.7213 3.4666 -2.5271
C -0.3872 -2.6377 -2.9364
C 1.7624 9.5019 1.9409
C 2.4575 -5.8840 -0.8939
C -5.2849 -2.5820 0.2650
C 0.2036 2.4238 2.9366
C 0.8243 9.7871 -0.3059
C 0.2616 2.7556 1.5519
C 0.0676 -4.3812 2.6409
C -6.2207 -2.5198 -1.9268
C 4.8156 -5.5128 -0.5623
C 1.4494 8.1641 1.8205
C -0.8966 1.1696 -2.7440
C -3.9791 -2.5454 -0.1949
C 3.5605 -5.0545 -0.9492
C 1.7893 -1.9443 -3.3610
C 0.8741 7.6068 0.7363
C 0.9906 -2.7752 4.1981
C -3.8369 -2.4849 -1.5857
C -4.8841 -2.4680 -2.4433
C -0.2557 3.3010 -1.2341
C 0.2996 -5.2954 1.4757
C 1.7985 -2.9467 -4.3704
C 0.5185 8.4944 -0.3216
C 3.8006 -7.5981 0.1388
C -6.4004 -2.4952 -0.5608
C -0.3196 -3.7085 -3.8436
C -1.1909 -4.1654 3.2059
C -0.1545 1.9995 -0.7425
C -1.3546 -3.2417 4.2227
C 2.5647 -7.1981 -0.3030
C 1.1565 -3.6323 3.1567
C 0.0322 4.3495 -0.3185
C 0.5799 6.1912 0.5243
C 0.3170 4.0925 1.0327
C 0.1123 1.7495 0.6443
C 0.1232 1.1407 3.3167
C -3.6509 0.6215 -0.6917
H -0.3261 -1.7875 5.4840
H 3.9036 -8.6009 0.4891
H -0.4763 -6.0895 1.5241
H -0.0025 0.7752 4.3080
H -1.2777 0.3217 -3.3282
H 1.7461 -7.8888 -0.2792
H -0.8398 4.4960 -2.8797
H -2.3502 -3.1475 4.6025
H 0.5629 10.5252 -1.0627
H 0.1216 8.0058 -1.1889
H 1.1450 -4.9178 -2.2530
H 1.2143 5.6263 2.3714
H 5.6905 -4.8924 -0.7038
H 0.0959 -0.8940 2.5829
H 5.8827 -7.1496 0.2757
H -2.0932 -4.7711 2.9884
H 1.7986 7.5704 2.6462
H -2.7248 -3.1382 -3.1030
H -7.0006 -2.5494 -2.6678
H 3.2017 12.1541 2.0913
H -1.4098 2.5942 -4.2277
H 2.1214 -3.7219 2.7275
H 2.6499 -1.2986 -3.0976
H 0.9031 -4.7120 -5.3176
H -4.7240 -2.5580 -3.5217
H 1.8043 -2.2292 4.5352
H 3.4416 -4.0693 -1.3653
H -5.4273 -2.6570 1.3204
H 2.3204 9.8678 2.8280
H 1.3210 -5.6505 1.5402
H 2.2675 13.4991 1.4752
H 1.5930 12.4400 2.6431
H 0.3973 -6.3529 -1.5293
H 0.0991 3.1995 3.7120
H -7.3857 -2.5485 -0.1224
H -1.1377 -4.4107 -3.9409
H 2.7774 -3.1158 -4.8580

Cartesian forces (eV/Å) of the 2 atoms listed first:
1.1 0.6 0.1
-1.3 -0.1 0.2

As for the lowest unoccupied orbital energy (spin up / spin down): -10.2 / -10.2 eV. The HOMO energy (spin up / spin down) is -13.12 / -13.12 eV. For the HOMO-LUMO gap (spin up / spin down), the calculation gives 0.106 / 0.106 Eh. The calculation puts the max |F| at 4.31 eV/Å. As for the total charge: +3.

=====

Record 2
Here is a 4-piece molecular cluster, C47H37O9P overall from the Open Molecules 2025 dataset. Energies are from ωB97M-V/def2-TZVPD.

Element x y z (Å)
P 2.5344 2.4001 -1.6683
O 4.9839 4.8615 -1.7977
O 0.7758 -8.1037 -5.3392
O -4.2455 -1.8581 1.7295
O 1.4044 1.9413 -0.3920
O 1.4899 -3.3125 -3.0932
O 2.5794 5.1414 -2.4679
O -0.7671 5.7650 1.3938
O -4.0266 5.3192 5.5999
O -0.7337 -5.8740 1.9566
C -4.7501 -6.7145 2.7932
C 2.1055 -4.8020 -4.8016
C -1.5369 5.6772 2.3418
C -0.2622 -5.0738 -1.8106
C -5.6578 -5.6563 2.7845
C -1.5339 -4.9489 1.9317
C -2.9677 -5.1909 2.1984
C -1.8066 8.8482 5.1876
C -3.4356 -2.7725 1.8114
C 1.7597 3.9309 -2.4955
C -0.9265 8.9474 4.1110
C -0.6838 -7.5531 -3.0202
C 3.0090 -3.8947 -5.3664
C -2.4853 6.6513 4.4314
C -3.8801 -4.1366 2.1659
C -3.4064 -6.4848 2.5016
C -0.2052 -0.9845 1.0604
C 0.4194 -5.4001 -2.9884
C 0.2819 -3.3193 1.4450
C 0.9615 -7.0175 -4.8063
C -2.5825 7.7007 5.3521
C -5.2264 -4.3693 2.4657
C -1.0804 -3.5727 1.6431
C 4.3427 5.6878 -0.7794
C 6.4405 4.9924 -1.7856
C -1.5618 -1.2331 1.2623
C -3.3008 5.4336 4.6219
C -1.1493 -5.9872 -1.2412
C 3.6083 -5.5311 -7.0391
C 7.0360 3.6604 -1.0470
C -2.4018 4.4892 2.4962
C 1.9386 -6.0638 -5.3716
C 0.7172 -2.0251 1.1587
C -1.6193 6.7597 3.3439
C -3.1803 2.3547 1.6659
C 2.7219 5.6904 -1.1205
C -1.9999 -2.5274 1.5640
C 0.2177 -6.6439 -3.5856
C 1.3467 -4.4204 -3.5916
C -3.2329 4.3593 3.6086
C -1.3654 -7.2228 -1.8497
C 3.7575 -4.2610 -6.4839
C 2.6961 -6.4306 -6.4888
C -2.3809 3.4875 1.5204
C -4.0215 3.2131 3.7610
C -0.8314 7.9061 3.1890
C -3.9927 2.2131 2.7899
H -0.1011 -4.1104 -1.3319
H 7.7572 3.0637 -1.7560
H -1.6734 -5.7337 -0.3239
H -1.7454 3.5891 0.6436
H -0.8531 -8.5205 -3.4874
H 2.5805 -7.4180 -6.9296
H -5.0884 -7.7192 3.0329
H 3.7745 2.7002 -1.0059
H 0.7127 4.1702 -2.0203
H -3.2646 7.6289 6.1962
H 4.4621 -3.5568 -6.9187
H 4.4458 5.2433 0.3028
H -3.1671 1.5813 0.9024
H 2.0992 5.0902 -0.3507
H 1.0067 -4.1271 1.5170
H 1.7760 -1.8294 1.0103
H -5.9403 -3.5490 2.4554
H 4.7844 6.7663 -0.7170
H -4.6086 1.3253 2.9074
H -4.6614 3.0997 4.6328
H -6.7029 -5.8336 3.0242
H 1.2057 2.7617 0.1492
H 6.8010 4.9333 -2.9054
H 4.2011 -5.8208 -7.9028
H -2.0621 -7.9316 -1.4098
H 3.1339 -2.9045 -4.9347
H -1.8876 9.6642 5.9011
H -2.2744 -0.4153 1.1881
H 1.6244 3.6562 -3.6323
H 0.1323 0.0228 0.8298
H 2.3434 6.8036 -1.1753
H -2.7023 -7.3134 2.5155
H 6.1349 2.9294 -0.8458
H -0.1464 7.9917 2.3486
H 7.5004 3.8845 -0.0075
H -0.3167 9.8386 3.9869
H 6.8293 5.9934 -1.3449

Cartesian forces (eV/Å) of the 2 atoms listed first:
-1.4 -1.9 0.1
1.0 2.0 1.4

As for the lowest unoccupied orbital energy: -1.2 eV. The HOMO energy is -8.50 eV. For the HOMO-LUMO gap, the calculation gives 0.269 Eh. The calculation puts the max |F| at 2.88 eV/Å.

=====

Record 3
Here is C47H40N8O3PY as an isolated structure from the Open Molecules 2025 dataset. Energies are from ωB97M-V/def2-TZVPD.

Element x y z (Å)
Y -0.0316 -0.4644 0.3321
P -0.0281 -1.1791 -2.8173
O 2.3229 -0.5029 0.0338
O 0.5050 1.3918 -0.7257
O 1.7425 5.8805 0.0846
N -2.9499 -2.2255 -0.8451
N -2.3076 -0.1078 0.1103
N -0.5430 1.1422 1.9403
N 1.2236 0.7308 3.5124
N -2.3525 2.2074 0.7575
N 0.7216 -3.6703 1.7964
N -0.9531 -2.6054 0.4378
N 0.7469 -1.3225 2.3481
C -0.9170 -6.2182 0.9623
C -0.2073 4.8396 4.6669
C 2.0026 4.5586 0.0216
C -2.9351 -6.6954 -0.2956
C 4.4053 -2.0427 5.0550
C -4.4669 2.3062 -1.5801
C 1.4580 -0.5370 3.1973
C 1.7069 -1.2032 -3.4383
C -1.8459 -7.1212 0.4707
C 2.3599 0.1767 -3.4206
C -0.6580 -2.8280 -3.3481
C -0.9803 1.4108 -3.5383
C -3.0000 -0.8994 -0.7540
C -1.2610 5.2697 3.8574
C 4.5284 0.1002 0.5547
C 3.2541 -3.6476 3.6473
C 2.7199 1.8392 0.0749
C -5.3560 2.0260 -2.6019
C 3.5357 -1.0281 4.6922
C -2.0823 -2.9953 -0.2127
C 1.0913 3.6132 -0.3830
C -0.9190 -0.0512 -3.9730
C -2.1906 -4.4508 -0.1103
C -3.1260 -5.3552 -0.5904
C 4.2664 -3.3358 4.5395
C -0.3460 -3.6728 1.0115
C 3.6350 2.8605 0.4339
C 1.4112 2.2345 -0.3659
C -2.7258 1.1783 -0.0020
C 0.4186 6.3019 -0.1983
C -4.8126 -0.3371 -2.5420
C -1.4226 2.1503 1.6899
C -1.7609 4.4681 2.8413
C 1.2334 -2.5946 2.3775
C 2.3885 -2.6296 3.2735
C 3.3054 4.1812 0.4170
C 0.2532 1.4613 2.9861
C 3.1077 0.4577 0.1914
C -3.9097 -0.0582 -1.5231
C 0.3761 3.5948 4.4848
C -0.6571 -3.1341 -4.8425
C -3.7380 1.2504 -1.0476
C -0.1174 2.7969 3.4659
C -1.0989 -4.8779 0.6570
C -5.5267 0.7197 -3.0776
C -1.1707 3.2291 2.6525
C 2.5276 -1.3356 3.7896
H -2.5820 4.7884 2.2134
H 4.9644 -4.1023 4.8504
H 3.1328 -4.6452 3.2472
H -3.9734 -5.0180 -1.1723
H 4.6146 -0.9835 0.5629
H 1.9080 0.8286 -4.1693
H 2.2462 0.6603 -2.4513
H -1.6721 -2.9024 -2.9466
H -0.4947 -0.1474 -4.9772
H 1.1909 3.2530 5.1086
H 4.0014 4.9516 0.7166
H 0.1465 6.0820 -1.2333
H 0.3372 -3.0437 -5.2806
H 4.7732 0.4801 1.5476
H 5.2401 0.5256 -0.1532
H -1.7344 -8.1765 0.6830
H 2.2533 -1.8886 -2.7842
H -0.2950 5.8233 0.4768
H -4.3306 3.3119 -1.2058
H 4.6305 2.5874 0.7556
H -6.2343 0.5413 -3.8771
H -1.0009 -4.1536 -5.0219
H 3.4241 0.1033 -3.6487
H -5.9348 2.8258 -3.0454
H 0.0083 1.8551 -3.4364
H 5.2070 -1.8384 5.7528
H -0.0758 -6.5361 1.5634
H 3.6306 -0.0280 5.0938
H -1.5498 1.9938 -4.2642
H -1.6939 6.2461 4.0327
H -4.9440 -1.3507 -2.8975
H -0.0679 -3.5720 -2.8030
H -1.3229 -2.4631 -5.3860
H 1.7449 -1.6209 -4.4474
H -1.9384 -0.4489 -4.0271
H 0.1555 5.4926 5.4499
H 0.4069 7.3769 -0.0419
H -1.4657 1.5057 -2.5679
H -3.6418 -7.4305 -0.6586
H 0.0862 3.8664 -0.6889

Cartesian forces (eV/Å) of the 2 atoms listed first:
0.5 0.1 -0.5
0.0 0.0 0.3

As for the lowest unoccupied orbital energy (spin up / spin down): -1.3 / -1.3 eV. The HOMO energy (spin up / spin down) is -6.24 / -6.27 eV. For the HOMO-LUMO gap (spin up / spin down), the calculation gives 0.181 / 0.182 Eh. The calculation puts the max |F| at 0.71 eV/Å.

=====

Record 4
Here is C47H41As2MoN3OS5 as an isolated structure from the Open Molecules 2025 dataset. Energies are from ωB97M-V/def2-TZVPD.

Element x y z (Å)
Mo -0.0855 -0.4792 -0.0463
As -0.5285 -2.5291 -1.7743
As 1.5965 0.1197 -2.0699
S -3.3209 2.9115 -1.0532
S 1.1132 -2.1768 3.7299
S -3.0835 0.1011 2.2390
S -0.6112 -4.8193 3.0284
S -1.7908 0.4601 -1.3751
O -0.7998 -1.4939 1.2617
N -0.2260 1.4763 0.7345
N 1.7957 -0.1961 1.0374
N -1.2300 2.3850 0.4623
C 0.0461 3.6734 -3.5965
C -2.2841 -4.2000 1.2042
C -2.7855 -1.5573 2.5728
C -4.1931 -2.5308 -3.7766
C 1.8804 -6.3992 -0.6589
C -1.4861 -3.6269 2.1569
C 3.8310 1.9305 -1.8224
C -1.9918 1.9728 -0.4977
C 1.7478 -1.4996 -3.1445
C 1.0640 1.3151 -4.6640
C -1.2900 -6.0747 2.1058
C 0.3728 -2.0563 -3.4475
C 1.1442 -6.3607 -1.8364
C 6.1295 1.2905 -1.5118
C -4.7034 -0.0248 2.7685
C -1.4142 -2.1602 2.4536
C 2.8846 -0.9594 1.0462
C 3.9649 -0.7013 1.8794
C 1.7358 0.8679 1.8827
C 3.8896 0.3592 2.7620
C 3.4533 0.5913 -1.7993
C 4.4230 -0.3973 -1.6434
C 1.8651 -5.3173 0.2077
C -4.0295 -4.6441 -2.6420
C -0.9837 -1.1854 4.7861
C -2.1643 -5.6094 1.1676
C -3.8951 -2.1657 3.0802
C -2.8021 -4.2694 -2.1139
C 0.3967 -5.2377 -2.1540
C 5.1672 2.2758 -1.6712
C -5.0012 -1.2817 3.1922
C 5.7577 -0.0463 -1.5028
C 0.6256 2.3303 -5.5049
C 2.7492 1.1567 2.7732
C 1.1156 -4.1909 -0.1042
C 0.1197 3.5058 -4.9727
C 0.0561 -1.0215 5.7388
C 0.9802 1.4772 -3.2862
C 0.4685 2.6576 -2.7542
C -2.9659 -2.1488 -3.2567
C 0.3820 -4.1488 -1.2836
C -4.7245 -3.7756 -3.4695
C 1.2464 -1.5064 5.2957
C -3.2252 4.3562 0.0178
C -2.2717 -3.0209 -2.4206
C -0.5637 -1.7916 3.6385
C 0.5697 1.7381 1.7132
H 7.1711 1.5626 -1.4126
H 2.4216 -5.3540 1.1347
H 2.4611 -7.2783 -0.4166
H -2.2650 4.8514 -0.0934
H -1.0272 -7.0981 2.3151
H 3.0939 2.7115 -1.9663
H -5.6789 -4.0717 -3.8827
H -5.9723 -1.5747 3.5593
H 2.6593 2.0015 3.4410
H 0.4233 -2.9705 -4.0441
H -0.2568 -1.3394 -3.9798
H -5.3552 0.8309 2.7205
H 2.3238 -2.2139 -2.5481
H 2.1899 -1.5284 5.8153
H 1.4686 0.4118 -5.1016
H -3.3882 4.0760 1.0544
H -2.5680 -1.1751 -3.5130
H 5.4553 3.3179 -1.6924
H -0.0828 -0.5766 6.7116
H 0.4000 2.7945 -1.6786
H 1.1529 -7.2065 -2.5096
H 2.3385 -1.2728 -4.0341
H 0.6878 2.2029 -6.5767
H -0.2164 4.2945 -5.6314
H -0.3441 4.5925 -3.1811
H 4.7062 0.5728 3.4376
H -3.9204 -3.2050 3.3717
H 4.1622 -1.4489 -1.6596
H 2.8726 -1.8161 0.3847
H -4.0229 5.0153 -0.3179
H 6.5087 -0.8181 -1.4000
H -2.0048 -0.8764 4.9502
H -4.4400 -5.6169 -2.4082
H 4.8328 -1.3427 1.8382
H -0.1707 -5.2192 -3.0777
H -4.7329 -1.8546 -4.4249
H -2.9560 -3.6291 0.5776
H -2.7227 -6.2540 0.5057
H 0.4122 2.6194 2.3267
H 1.0718 -3.3632 0.5970
H -2.2613 -4.9533 -1.4724

Cartesian forces (eV/Å) of the 2 atoms listed first:
-1.7 -0.7 0.4
0.6 0.4 0.0

As for the lowest unoccupied orbital energy (spin up / spin down): -6.6 / -6.8 eV. The HOMO energy (spin up / spin down) is -13.21 / -13.17 eV. For the HOMO-LUMO gap (spin up / spin down), the calculation gives 0.243 / 0.235 Eh. The calculation puts the max |F| at 1.84 eV/Å. As for the total charge: +2.

=====

Record 5
Here is C47H41N5O5PRuSi as an isolated structure from the Open Molecules 2025 dataset. Energies are from ωB97M-V/def2-TZVPD.

Element x y z (Å)
Ru 0.9689 -4.4169 -1.0099
P -1.1279 -0.1156 -2.6267
Si 1.1906 -3.3056 1.9053
O -0.4740 5.8785 3.9885
O 2.2595 -5.5148 -0.6058
O 0.3633 -3.5471 0.5312
O -2.4506 -0.2597 0.9843
O -1.1899 -0.6095 -1.0326
N -1.0648 7.3027 2.3406
N 4.1948 -2.9633 -3.5649
N 0.8234 -3.6120 -2.5209
N -1.2662 4.8195 1.9583
N 1.1470 -2.8940 -7.0167
C 4.7550 -1.4586 2.1961
C 0.7248 -2.8859 -3.6642
C -0.2723 4.2018 0.7988
C -0.0842 -0.2132 4.0253
C 3.4499 -1.8629 2.4629
C 0.8031 -6.8501 4.0789
C 0.4932 -5.8938 3.1579
C 1.7891 -2.9397 -4.5618
C 3.1282 -6.0731 4.2269
C 3.1040 -3.0266 -3.9788
C -2.5488 6.3234 0.4116
C 2.1310 -6.8591 4.6888
C -2.3632 1.0940 -2.4785
C -2.5750 5.0861 1.3425
C 2.3801 1.6947 -2.3986
C -4.6430 2.5837 -1.6241
C -2.9265 0.9331 -1.1191
C 1.4251 -2.8086 -5.8866
C 0.5862 0.7061 -4.2538
C -2.2646 -0.0386 -0.1765
C -2.8118 -3.5736 -5.1995
C -0.2279 -2.9642 4.3350
C -4.1056 2.7504 -2.8935
C -1.5992 7.3665 0.8975
C -1.0518 8.4645 3.1057
C 1.8582 0.9289 -4.6877
C -3.0032 1.9785 -3.2713
C -3.2810 -2.1998 -5.2088
C 1.1679 1.1321 -1.8404
C 2.7119 -2.4436 1.4106
C 3.1565 -2.4884 0.0894
C 2.8918 -5.1879 3.1695
C -2.8117 -1.3244 -4.2188
C -0.7726 -2.6983 -4.0384
C 1.5658 -5.0099 2.7986
C 4.4470 -2.0690 -0.0740
C -4.1217 1.5622 -0.8670
C -1.5385 -1.5111 -3.7548
C -0.4715 -2.1493 5.4399
C 0.1569 -2.4047 3.1067
C 0.3028 0.7312 -2.8578
C -0.8934 6.0476 2.8694
C -0.3822 -0.7461 5.2702
C 0.2971 -1.0243 2.9180
C -1.4903 -3.8003 -4.7755
C 2.7231 1.6287 -3.7706
C 5.3232 -1.7535 0.9894
H 2.3148 0.6557 -5.6432
H 0.5595 3.5654 1.3782
H -3.6501 6.6409 0.5959
H -2.8757 4.2771 0.6680
H -0.1346 9.1511 3.1672
H -3.1571 5.0766 2.2492
H -0.1841 0.5795 -5.0800
H 4.8436 -2.1171 -1.0584
H -0.6723 -0.1090 6.0792
H 0.5715 -0.6151 1.9139
H -2.5244 2.2239 -4.2484
H 3.5977 2.1504 -4.1781
H -4.5564 3.5840 -3.5009
H -0.4296 -4.0257 4.3120
H -2.1357 8.3268 1.0212
H -2.6708 5.9096 -0.6113
H -0.7210 7.5278 0.2482
H -1.3462 4.0160 2.7043
H -0.6376 -5.7241 2.9059
H -4.6268 1.0729 -0.0085
H -0.0684 0.9117 3.9337
H 1.0479 0.9655 -0.8004
H -1.5362 8.3992 4.0496
H 3.6289 -4.5625 2.7251
H -3.8996 -1.9555 -6.0943
H 6.4221 -1.5671 0.8038
H 2.2270 -7.4378 5.5912
H -0.0769 -7.4013 4.3654
H 3.0955 -1.7398 3.4702
H 5.3216 -1.0938 3.0214
H 0.1445 4.9944 0.2395
H -5.3091 3.3478 -1.1975
H -1.7258 9.2217 2.6436
H 4.0992 -6.2477 4.6688
H -0.5626 -2.6418 6.4033
H -0.7747 3.6260 0.0740
H 2.6306 -3.1487 -0.6815
H 3.2320 2.1446 -1.8442
H -0.9926 -4.7699 -4.7706
H -3.5582 -4.4042 -5.1876
H -3.4155 -0.5250 -3.8482

Cartesian forces (eV/Å) of the 2 atoms listed first:
1.5 -2.2 1.3
-3.7 -3.2 1.8

Its spin multiplicity is 6. As for the lowest unoccupied orbital energy (spin up / spin down): 3.6 / 3.5 eV. As for the expectation value of S²: 8.83. The HOMO energy (spin up / spin down) is 0.14 / -2.65 eV. For the HOMO-LUMO gap (spin up / spin down), the calculation gives 0.126 / 0.227 Eh. The calculation puts the max |F| at 5.21 eV/Å. As for the total charge: -2.

=====

Which of these has the lowest max |F|?
C47H40N8O3PY